Below is an isolated ion of composition C5H11N4O4S and charge +1 in a non-equilibrium geometry, with properties calculated with ωB97M-V/def2-TZVPD.

```
25
Properties=species:S:1:pos:R:3:forces:R:3:lowdin_charge:R:1
C -0.61957 -0.96291 1.66104 1.7 -1.5 0.9 -0.4384
C -0.19465 -0.37818 -1.31023 2.0 1.9 -0.4 -0.4882
C 1.34664 0.13755 0.66265 -0.8 2.1 2.2 -0.1053
C -0.96588 1.14723 0.67954 0.8 1.7 -2.0 -0.0850
C 0.25435 0.68891 -0.29231 0.5 0.8 0.9 -0.3201
N 0.70292 -0.79111 1.59035 -0.7 -0.8 -0.3 0.1327
N -1.40926 0.03201 1.44445 -3.7 -0.3 0.0 0.1043
N -1.09242 -2.16749 2.04597 -1.3 1.7 -0.1 0.2224
N 0.65546 -0.69218 -2.29634 1.3 0.8 -2.5 0.0383
O -1.22096 -0.95704 -1.12014 -2.1 -1.3 0.3 0.1049
O 1.82119 1.85576 -2.10835 0.7 -0.1 0.6 -0.3205
O -0.15268 3.10787 -1.34016 0.5 -0.4 0.6 -0.3162
O 0.14049 -1.53786 -3.29908 -1.7 -1.1 0.9 -0.0156
S 0.96651 2.25404 -1.02930 -1.2 1.1 -0.4 0.7468
H 2.30121 -0.29369 0.42041 0.0 -0.2 -1.2 0.1451
H 1.61410 1.04587 1.28629 0.0 -0.9 -0.5 0.1308
H -0.56273 1.93335 1.32750 0.1 -0.2 0.1 0.1317
H -1.81634 1.68747 0.13732 1.2 -1.3 0.5 0.1736
H 0.98287 -1.73589 1.60011 2.1 -0.8 -0.1 0.1388
H -2.42266 -0.25599 1.38818 1.5 1.0 -0.2 0.2047
H -0.59516 -3.06952 2.11447 -0.7 1.1 0.0 0.1631
H -2.09646 -1.98923 2.16604 0.5 -2.0 0.3 0.1391
H 1.38320 -0.04042 -2.81450 -2.1 -1.4 2.0 0.2054
H -0.73378 -1.97884 -2.94576 2.3 1.5 -0.5 0.1609
H 1.71359 2.96029 0.03184 -0.8 -1.4 -1.2 0.1466
```
Forces are in eV/Å.

Properties
E_HOMO (eV): -13.01
HOMO-LUMO gap (eV): 9.83
Net charge: +1
SMILES: [NH2+]=C1NCC(C(=O)NO)([SH](=O)=O)CN1
Maximum force (eV/A): 3.75
Energy above the lowest of the compared OMol25 structures with the same formula, charge and spin (kJ/mol): 0.0
E_LUMO (eV): -3.18
Electronic energy (eV): -30339.368

Below is an isolated ion of composition C5H11N4OS and charge +1 in a non-equilibrium geometry, with properties calculated with ωB97M-V/def2-TZVPD.

```
22
Properties=species:S:1:pos:R:3:forces:R:3:lowdin_charge:R:1
C -1.77762 -1.79688 -1.06430 0.6 -0.1 -1.2 -0.0409
C -0.65579 -0.92648 -1.84501 -1.5 -0.5 -0.4 -0.3661
O 0.60468 -1.63077 -1.88253 -0.6 0.8 1.1 -0.0647
C -0.56226 0.58510 -1.34559 -0.6 -0.5 -1.4 -0.0690
N 0.20724 0.78038 -0.09303 -2.0 3.1 2.9 -0.0722
N 1.36776 0.23937 0.35525 2.3 0.0 2.9 0.1370
C 1.68349 0.72905 1.66255 -3.1 1.9 -1.1 -0.2895
N 2.71589 0.42394 2.45875 -0.1 -0.3 -0.3 0.1777
N 0.68601 1.68856 2.08830 0.4 -3.5 -5.4 0.1184
C -0.18440 1.66128 0.94705 1.3 -0.6 2.7 -0.5301
S -1.64433 2.75358 1.11954 0.3 -1.0 -0.5 0.8005
H -1.90588 -1.48415 0.01654 0.1 -0.5 -1.3 0.0842
H -1.44896 -2.89055 -1.17903 -0.5 1.5 0.5 0.0993
H -2.74871 -1.72709 -1.67002 1.3 0.1 1.3 0.0991
H -1.02757 -0.88314 -2.92973 0.8 0.2 1.5 0.1583
H 0.64951 -2.11442 -1.03416 0.0 0.0 -0.7 0.0881
H -0.17974 1.24054 -2.20187 -0.2 -0.8 1.4 0.1518
H -1.63594 0.91590 -1.11239 1.7 -0.3 -0.2 0.1294
H 1.95478 -0.42676 -0.15309 -0.7 0.5 -0.3 0.1761
H 2.60740 0.66989 3.45363 0.2 -0.1 -1.0 0.1469
H 3.56544 -0.05403 2.14729 -0.7 0.3 0.2 0.1376
H -2.27099 2.24668 2.26186 1.1 0.0 -0.9 -0.0720
```
Forces are in eV/Å.

Properties
E_HOMO (eV): -13.47
HOMO-LUMO gap (eV): 9.79
Net charge: +1
Maximum force (eV/A): 6.43
Energy above the lowest of the compared OMol25 structures with the same formula, charge and spin (kJ/mol): 102.1
E_LUMO (eV): -3.67
Electronic energy (eV): -24197.996

Below is an isolated ion of composition C5H11N4S and charge +1 in a non-equilibrium geometry, with properties calculated with ωB97M-V/def2-TZVPD.

```
21
Properties=species:S:1:pos:R:3:forces:R:3:lowdin_charge:R:1
C 1.19125 0.09134 -0.37707 1.6 -1.7 -1.1 -0.1104
C -0.43981 -1.35649 0.95784 1.2 -0.3 -1.6 -0.1547
C -0.46480 1.05010 1.30423 2.3 0.3 -2.0 -0.1752
C -0.72935 -0.96624 -1.42887 -1.4 0.6 0.1 -0.2365
C 0.52404 -0.12704 0.96899 -2.5 0.2 0.5 -0.2445
N 0.12876 0.19282 -1.42157 1.8 2.2 0.0 -0.0761
N -1.39868 -1.27686 -0.18151 0.6 0.3 -0.3 -0.3758
N -1.41466 1.23915 0.21180 0.3 1.1 -0.8 -0.3443
N -0.60108 1.38932 -1.11164 -4.2 -5.0 1.7 0.1457
S -2.50781 -0.06158 0.16818 -0.4 0.3 -1.1 1.0594
H 1.97316 0.96880 -0.24146 -1.8 -1.4 -1.1 0.1717
H 1.81606 -0.86391 -0.79608 -1.3 2.3 1.5 0.1909
H 0.21977 -2.18160 0.78984 -0.1 -1.2 0.1 0.1199
H -1.17041 -1.50991 1.71712 0.6 0.0 1.6 0.1058
H -1.17378 0.96265 2.07358 0.0 -0.5 1.9 0.1035
H 0.17425 1.91514 1.40485 -0.3 0.9 0.3 0.1218
H -1.37838 -0.95250 -2.28618 -1.1 0.8 0.0 0.1352
H -0.16519 -1.74396 -1.77961 2.2 -2.2 -0.1 0.1133
H 1.38825 -0.10429 1.59244 0.0 -0.6 1.5 0.1353
H -0.05276 2.12806 -0.87466 2.3 3.1 -0.1 0.1353
H -1.37271 1.49065 -1.75899 0.2 0.8 -0.7 0.1795
```
Forces are in eV/Å.

Properties
E_HOMO (eV): -13.60
HOMO-LUMO gap (eV): 10.50
Net charge: +1
SMILES: C1[C@@H]2CN3CN1[NH2+]N(C2)S3
Maximum force (eV/A): 6.78
Energy above the lowest of the compared OMol25 structures with the same formula, charge and spin (kJ/mol): 485.2
E_LUMO (eV): -3.10
Electronic energy (eV): -22148.135

Below is C5H11N5 as an isolated structure in a non-equilibrium geometry, with properties calculated with ωB97M-V/def2-TZVPD.

```
21
Properties=species:S:1:pos:R:3:forces:R:3:lowdin_charge:R:1
C -1.34951 0.00638 0.29456 -3.2 -1.4 -0.9 -0.5950
C 0.46608 1.49007 0.42208 2.5 5.4 -1.1 -0.1963
C 1.46186 0.45383 -0.30048 -2.2 1.5 -1.5 -0.2724
C 2.32248 -0.05733 0.65748 1.2 -1.5 1.6 -0.2362
C 0.47797 -0.46464 -1.01468 -3.0 -3.3 -0.3 -0.4022
H -1.84039 -0.87035 2.07159 -0.6 0.7 -0.8 0.0914
H -3.03819 0.25454 1.31473 1.7 -3.0 0.5 0.1246
H -1.87965 0.33046 -0.83476 0.6 -0.1 3.1 0.1949
H -1.39221 1.68186 1.40791 0.9 -0.1 -0.4 0.1427
H 0.40970 2.38786 -0.57786 -0.6 -2.3 2.8 0.1718
H 0.94499 2.10637 1.30790 -0.1 -1.2 -2.2 0.1480
H 1.99576 0.95284 -1.16121 -0.3 -0.1 1.3 0.1608
H -0.07803 0.28443 -1.66317 0.6 -1.0 0.0 0.1352
H 1.64500 -1.46252 -2.27280 -1.4 -1.4 0.4 0.0947
H 0.93745 -2.52895 -1.09386 -0.1 1.8 -1.1 0.1105
H -1.17783 -1.69517 -0.45375 0.2 -0.8 -1.1 0.1084
N -2.32856 -0.60822 1.19100 -2.6 2.8 -0.4 0.0274
N -0.71698 1.01702 1.01553 0.5 -0.1 -0.8 -0.0230
N 2.91002 -0.49336 1.53857 0.5 -0.1 0.2 0.1781
N 0.73668 -1.72199 -1.77218 3.7 1.3 -0.4 0.0325
N -0.50666 -1.06313 -0.07660 1.8 2.8 1.1 0.0042
```
Forces are in eV/Å.

Properties
E_HOMO (eV): -9.24
HOMO-LUMO gap (eV): 9.88
Maximum force (eV/A): 6.07
Energy above the lowest of the compared OMol25 structures with the same formula, charge and spin (kJ/mol): 272.4
E_LUMO (eV): 0.64
Electronic energy (eV): -12810.509

Below is a 2-piece molecular cluster, C5H11NO overall in a non-equilibrium geometry, with properties calculated with ωB97M-V/def2-TZVPD.

```
18
Properties=species:S:1:pos:R:3:forces:R:3:lowdin_charge:R:1
N -1.77430 1.30206 -1.30671 -1.0 0.7 -0.7 -0.0908
C -0.89089 0.74233 -0.26572 1.6 0.0 -1.2 -0.3313
C 2.41036 -1.43645 0.32946 1.2 -0.1 3.3 -0.1624
C 2.02428 -1.68630 -0.92818 -1.0 0.3 -1.7 -0.3119
C 0.79858 -1.03103 -1.37126 0.2 -1.6 -1.6 -0.3134
C 0.30998 0.25401 -1.13196 -0.5 0.7 1.1 -0.2673
H -2.72833 1.38426 -1.01020 -0.6 0.2 0.3 0.0063
H -1.80878 0.81050 -2.23188 0.7 0.2 1.7 0.0686
H -0.40093 1.54279 0.44076 -1.4 -0.9 -1.3 0.0938
H -1.44187 0.04392 0.40733 0.7 -0.1 -0.5 0.0772
H 2.68335 -2.24768 1.09633 0.6 1.2 -1.5 0.0225
H 2.01425 -0.50031 0.82183 0.0 -1.4 -0.6 0.0329
H 2.49803 -2.41765 -1.66678 -0.9 0.2 1.6 0.0775
H 0.17468 -1.87921 -1.80122 0.0 0.7 0.3 0.0495
H 0.60189 1.11472 -1.76730 0.6 -0.3 0.7 0.0525
H -1.66952 2.11320 3.60852 -0.7 0.3 0.4 -0.0002
H -1.63494 0.50157 3.51133 1.2 2.8 -0.7 0.0920
O -1.16584 1.38928 3.26565 -0.5 -3.1 0.3 -0.0956
```
Forces are in eV/Å.

Properties
E_HOMO (alpha / beta) (eV): -0.41 / -1.09
HOMO-LUMO gap (alpha / beta) (eV): 3.54 / 4.19
Net charge: -1
Maximum force (eV/A): 3.51
Multiplicity: 2
Energy above the lowest of the compared OMol25 structures with the same formula, charge and spin (kJ/mol): 438.2
E_LUMO (alpha / beta) (eV): 3.12 / 3.09
Electronic energy (eV): -8895.620

Below is an isolated ion of composition C5H11NO and charge -1 in a non-equilibrium geometry, with properties calculated with ωB97M-V/def2-TZVPD.

```
18
Properties=species:S:1:pos:R:3:forces:R:3:lowdin_charge:R:1
C -1.74648 -1.76570 -0.40762 -0.1 0.6 0.6 -0.1681
N -1.35107 -0.50508 0.25160 0.9 0.2 -0.6 -0.1213
C 1.48930 1.98036 -0.29980 1.1 0.8 -1.1 -0.1404
C 0.28160 1.31633 0.32649 -0.2 -0.6 -0.6 -0.2571
C 0.15587 -0.15299 -0.01265 -2.1 -2.0 1.3 -0.3712
C 0.85279 -1.16283 0.88348 0.9 1.3 -0.6 -0.4078
O 1.00238 -2.39324 0.54590 0.1 0.0 0.1 -0.2453
H -2.50924 -2.18184 0.25595 -0.2 -0.4 -0.5 0.0559
H -0.89529 -2.43160 -0.45053 0.2 -0.2 0.3 0.0416
H -2.10904 -1.63999 -1.43700 -0.2 0.1 0.1 0.0534
H -1.87909 0.24561 -0.15819 -0.5 0.4 -0.3 0.0398
H 2.07940 1.53881 -1.11987 -0.4 -1.6 0.6 0.0630
H 2.26148 2.18350 0.44465 -0.2 0.6 -0.1 0.0571
H 1.24777 2.80921 -0.98216 -0.3 0.9 1.2 0.0526
H -0.64723 1.81311 0.03767 0.0 0.2 -0.5 0.0839
H 0.21768 1.44666 1.40226 0.6 -0.2 0.4 0.0969
H 0.27036 -0.39509 -1.07895 0.5 0.3 -0.2 0.1190
H 1.27879 -0.70522 1.79877 0.0 -0.3 0.1 0.0482
```
Forces are in eV/Å.

Properties
E_HOMO (alpha / beta) (eV): 0.38 / -3.11
HOMO-LUMO gap (alpha / beta) (eV): 3.74 / 7.12
Net charge: -1
Maximum force (eV/A): 3.19
Multiplicity: 2
Energy above the lowest of the compared OMol25 structures with the same formula, charge and spin (kJ/mol): 155.3
E_LUMO (alpha / beta) (eV): 4.12 / 4.01
Electronic energy (eV): -8898.553

Below is one molecule with the formula C5H11NO in a non-equilibrium geometry, with properties calculated with ωB97M-V/def2-TZVPD.

```
18
Properties=species:S:1:pos:R:3:forces:R:3:lowdin_charge:R:1
O 1.71537 0.95186 1.57578 0.6 0.3 -0.2 0.0275
C 0.70699 0.45298 1.99750 -0.7 -0.4 0.4 -0.3850
N -0.44254 0.28601 1.30094 -0.3 0.0 -0.6 0.0159
C -0.58427 0.70416 -0.08706 0.6 0.2 0.1 -0.1722
C -0.72418 -0.43830 -1.07403 -1.1 -1.9 -0.5 -0.4305
C 0.09411 -1.72278 -0.80001 -0.1 0.7 0.6 -0.0700
C -0.60947 0.02547 -2.51520 1.1 -0.2 -0.4 -0.0862
H 0.58802 0.09546 3.03429 0.2 -0.1 0.1 0.1283
H -1.16609 -0.31537 1.66936 0.2 0.2 0.2 0.1352
H -1.43407 1.38368 -0.14896 -0.1 -0.1 -0.2 0.1239
H 0.29603 1.29140 -0.34908 0.1 0.0 0.2 0.1227
H -1.73270 -0.86830 -0.93054 -0.1 0.5 -0.1 0.1287
H -0.25445 -2.52063 -1.45108 0.1 0.0 -0.2 0.0749
H 1.17789 -1.62979 -0.87945 0.0 0.1 0.0 0.0824
H -0.16711 -2.00964 0.22183 0.4 -0.3 0.0 0.0635
H -1.40054 0.71362 -2.80755 0.4 0.5 0.1 0.0778
H -0.59653 -0.74414 -3.29101 -0.6 -0.6 0.5 0.0733
H 0.43297 0.35654 -2.66672 -0.5 0.9 0.1 0.0900
```
Forces are in eV/Å.

Properties
E_HOMO (eV): -9.81
HOMO-LUMO gap (eV): 10.69
SMILES: CC(C)CNC=O
Maximum force (eV/A): 2.24
Energy above the lowest of the compared OMol25 structures with the same formula, charge and spin (kJ/mol): 63.8
E_LUMO (eV): 0.88
Electronic energy (eV): -8901.036

Below is one molecule with the formula C5H11NO in a non-equilibrium geometry, with properties calculated with ωB97M-V/def2-TZVPD.

```
18
Properties=species:S:1:pos:R:3:forces:R:3:lowdin_charge:R:1
C -0.50573 1.47119 0.14987 1.2 -0.7 0.1 -0.3096
N 0.21111 0.28253 0.07019 -1.6 -0.1 1.8 -0.0885
C 0.58781 -0.44765 -1.12567 -1.1 -1.8 -0.9 -0.2584
C 1.77469 -0.08010 -1.99280 0.5 2.1 0.0 -0.0852
C -0.18686 -0.64173 1.18952 1.7 -1.4 0.7 -0.2050
C -1.13659 -1.78231 0.78686 1.7 -0.7 -1.2 -0.0900
O -0.88207 1.91459 1.21442 -0.3 0.2 -0.8 0.0226
H -0.61167 1.96817 -0.81608 -0.1 0.4 -0.2 0.1324
H 0.69908 -1.53109 -0.88415 0.4 1.0 0.6 0.1077
H -0.31317 -0.59154 -1.73087 0.0 0.5 -0.5 0.1177
H 1.54087 0.62458 -2.79776 -0.6 -0.4 -0.2 0.0645
H 2.48878 0.58513 -1.47149 0.1 -1.0 0.3 0.0818
H 2.24666 -0.94498 -2.45384 0.1 0.0 0.3 0.0710
H -0.59415 -0.26938 2.13623 0.1 1.2 -0.9 0.1120
H 0.80475 -0.99550 1.51184 -0.4 -0.7 0.0 0.1185
H -1.93598 -1.38675 0.18156 -0.8 -0.1 0.4 0.0780
H -1.36739 -2.49030 1.57109 -0.8 0.7 0.8 0.0730
H -0.64171 -2.52684 0.14430 0.1 0.5 -0.4 0.0575
```
Forces are in eV/Å.

Properties
E_HOMO (eV): -9.31
HOMO-LUMO gap (eV): 10.18
SMILES: CCN(C=O)CC
Maximum force (eV/A): 2.44
Energy above the lowest of the compared OMol25 structures with the same formula, charge and spin (kJ/mol): 178.6
E_LUMO (eV): 0.87
Electronic energy (eV): -8899.846

Below is a 2-piece molecular cluster, C5H11NO overall in a non-equilibrium geometry, with properties calculated with ωB97M-V/def2-TZVPD.

```
18
Properties=species:S:1:pos:R:3:forces:R:3:lowdin_charge:R:1
C 2.75991 -0.31922 0.42883 -3.2 0.7 -0.1 -0.0685
N 0.22673 -0.14216 -1.31176 -2.0 0.1 1.5 0.0881
C 0.14156 -0.31681 0.11250 -0.3 0.3 -1.7 -0.3896
C 1.23663 -0.33598 0.88759 0.3 -0.4 0.7 -0.1273
C -2.24451 -1.04743 -0.02135 -0.7 1.5 -0.9 -0.0021
C -1.25623 -0.44940 0.64856 1.1 -1.7 3.2 -0.1529
H 3.20632 -1.29985 0.65326 0.2 0.7 0.3 0.0648
H 3.11412 0.60176 0.98593 0.5 -1.4 -1.1 0.0867
H 2.70308 -0.23352 -0.70070 0.8 0.3 1.4 0.0601
H 1.13265 -0.25235 -1.66176 1.0 -0.3 -0.9 0.0359
H -0.56238 -0.45114 -1.89558 1.0 0.2 0.6 0.0858
H 0.98634 -0.38321 1.96967 0.6 0.0 -0.7 0.0949
H -2.17876 -1.13300 -1.10996 0.1 -0.3 0.3 0.0480
H -3.28539 -1.14791 0.30091 0.6 -0.3 0.5 0.0617
H -1.27841 -0.45119 1.86066 -0.2 0.5 -3.0 0.1503
H -0.91177 2.02746 -0.57009 -0.9 0.7 -0.2 0.0233
H -2.12126 2.68420 0.11959 -0.7 0.0 1.4 0.0012
O -1.66864 2.64977 -0.69631 1.6 -0.6 -1.3 -0.0604
```
Forces are in eV/Å.

Properties
E_HOMO (eV): -8.20
HOMO-LUMO gap (eV): 9.04
SMILES: C=C/C(N)=C/C.O
Maximum force (eV/A): 3.77
Energy above the lowest of the compared OMol25 structures with the same formula, charge and spin (kJ/mol): 258.2
E_LUMO (eV): 0.84
Electronic energy (eV): -8899.021

Below is a 2-piece molecular cluster, C5H11NO overall in a non-equilibrium geometry, with properties calculated with ωB97M-V/def2-TZVPD.

```
18
Properties=species:S:1:pos:R:3:forces:R:3:lowdin_charge:R:1
C -1.13976 -0.04155 1.53889 -0.4 0.4 -0.3 -0.0803
C 0.21396 -0.81757 1.39853 -0.9 0.2 0.3 -0.1929
C 1.30286 -0.13793 0.66518 0.4 -2.7 -0.6 0.1297
C 1.42275 -0.38515 -0.73400 -3.5 0.2 -0.8 -0.2404
N 0.17914 -0.60580 -1.59823 2.4 1.8 -0.5 0.0579
C 0.92524 0.66168 -1.74259 0.2 -1.3 -0.7 -0.0754
H -0.97178 1.02987 1.54006 0.1 0.1 0.3 0.0657
H -1.66751 -0.32201 2.44419 0.2 -0.2 0.2 0.0685
H -1.78773 -0.14783 0.64969 0.4 -0.1 0.3 0.0427
H -0.04817 -1.74885 0.88461 0.2 0.3 -0.6 0.1279
H 0.50842 -1.17498 2.38408 0.5 0.7 0.2 0.1118
H 2.21853 0.13527 1.17716 0.0 0.3 0.2 0.1287
H 2.11064 -1.06829 -1.22061 1.1 0.5 0.8 0.1604
H 0.44042 1.54674 -1.35439 -0.3 0.0 -0.1 0.0996
H 1.58639 0.75029 -2.59890 0.1 0.3 0.1 0.1054
H -2.61431 1.58130 -1.03720 0.1 0.0 -0.2 -0.0865
H -0.74314 -0.16236 -1.43086 -1.1 -0.2 1.5 0.0172
O -1.93595 0.90717 -0.96561 0.4 -0.2 -0.2 -0.4398
```
Forces are in eV/Å.

Properties
E_HOMO (eV): -7.44
HOMO-LUMO gap (eV): 4.69
Maximum force (eV/A): 3.59
Energy above the lowest of the compared OMol25 structures with the same formula, charge and spin (kJ/mol): 733.9
E_LUMO (eV): -2.75
Electronic energy (eV): -8894.091